Here is a 7-piece molecular cluster, C19H56N4O7 overall at a distorted geometry from OMol25. Energies are from ωB97M-V/def2-TZVPD.

```
! RIJCOSX wB97M-V def2-TZVPD def2/J DEFGRID3
* xyz 0 1
C 2.4028 -3.3894 -0.5712
O 2.0330 -3.2734 -1.9061
C 2.9729 -3.8552 -2.7986
C 2.3738 -4.0543 -4.2003
C 1.0063 -4.6926 -4.1051
N 3.2531 -4.8616 -5.0570
H 2.5677 -4.4071 -0.1798
H 1.5866 -3.0218 0.0539
H 3.3281 -2.8608 -0.3085
H 3.9193 -3.3026 -2.7877
H 3.2071 -4.8466 -2.3833
H 2.2610 -3.0396 -4.6049
H 1.0312 -5.6157 -3.5250
H 0.5795 -4.9133 -5.0859
H 0.3085 -4.0003 -3.6364
H 4.1899 -4.4649 -5.0141
H 2.9561 -4.7328 -6.0183
C 2.1325 6.5314 1.1912
O 2.2272 5.1589 0.8906
C 1.1119 4.6896 0.1693
C 1.2700 3.2002 -0.0595
C 2.4181 2.8109 -1.0032
N 0.0208 2.6646 -0.6951
H 3.0873 6.9008 1.5570
H 1.3817 6.6947 1.9766
H 1.8185 7.1089 0.3131
H 0.1714 4.8905 0.7030
H 1.0754 5.2239 -0.7930
H 1.3670 2.6726 0.8928
H 3.2921 3.4332 -0.7738
H 2.2128 3.0911 -2.0356
H 2.6741 1.7740 -0.7996
H -0.5650 3.4955 -0.7940
H 0.1302 2.4095 -1.6718
C -1.2787 2.6986 3.0077
O -2.3509 3.5841 3.1861
C -3.5785 2.9261 3.4480
C -4.6570 3.9961 3.5382
C -5.8640 3.5005 4.3200
N -5.1109 4.3786 2.1921
H -0.3110 3.1583 3.2083
H -1.2549 2.2697 1.9984
H -1.3358 1.8458 3.6979
H -3.7962 2.1266 2.7337
H -3.4878 2.4898 4.4561
H -4.2669 4.8760 4.0614
H -6.2083 2.5361 3.9327
H -6.6856 4.2121 4.2766
H -5.6129 3.2578 5.3569
H -5.5313 5.3055 2.2351
H -4.3060 4.5607 1.5923
C 0.1329 -0.7165 -5.5217
O -0.9554 -1.0079 -4.6732
C -0.5183 -1.3235 -3.3543
C -1.7120 -1.8790 -2.5544
C -2.6631 -0.7467 -2.3029
N -1.2526 -2.3745 -1.2631
H -0.2558 -0.5536 -6.5235
H 0.8425 -1.5495 -5.5977
H 0.6803 0.1389 -5.1133
H 0.3246 -2.0186 -3.3844
H -0.1697 -0.3890 -2.8889
H -2.2266 -2.6374 -3.1496
H -3.4913 -1.0778 -1.6714
H -3.0446 -0.2539 -3.1968
H -2.1663 0.0514 -1.7360
H -0.7293 -1.6049 -0.8389
H -0.5200 -3.0808 -1.3082
C 0.8015 -0.4230 1.5090
O 0.2458 -0.1921 0.2310
H 1.8704 -0.1939 1.4616
H 0.3500 0.2123 2.2842
H 0.6527 -1.4281 1.9022
H 0.3194 0.7558 0.0426
C -0.1828 -4.7068 2.3842
O 0.9577 -4.1515 3.0307
H -0.1611 -5.7961 2.2970
H -1.1023 -4.4202 2.9023
H -0.2451 -4.3217 1.3669
H 1.0738 -4.6561 3.8451
C 2.1225 -1.5539 4.8705
O 2.7539 -2.1713 3.7644
H 2.7424 -0.7501 5.2667
H 1.1338 -1.1906 4.5826
H 2.0622 -2.2525 5.7162
H 2.1638 -2.8776 3.4399
*
```

- SMILES = COC[C@H](C)N.COC[C@H](C)N.COC[C@H](C)N.COC[C@H](C)N.CO.CO.CO
- E_LUMO (eV) = 0.58
- F_max (hartree/bohr) = 0.0372
- highest occupied orbital energy (eV) = -8.683



Here is an isolated ion of composition C9H16ClN2 and charge +1 at a distorted geometry from OMol25. Energies are from ωB97M-V/def2-TZVPD.

```
! RIJCOSX wB97M-V def2-TZVPD def2/J DEFGRID3
* xyz 1 1
C 0.5226 0.4357 0.2562
C 0.3886 -2.3706 -0.1632
C -2.1506 1.6881 0.0844
C -0.6245 -1.6399 -1.0469
C -2.1937 0.4543 -0.7991
C 1.7136 -1.6685 0.2003
C -0.8078 2.4296 -0.1063
C -1.3903 -0.6609 -0.2205
C 2.7673 0.3769 1.0657
N 1.5245 -0.3121 0.6215
N 0.3528 1.6817 0.2447
Cl -2.1694 -1.2296 1.2140
H -0.1061 -2.7344 0.7571
H 0.8021 -3.3151 -0.7480
H -3.0021 2.3474 -0.2003
H -2.3652 1.3638 1.1626
H -0.3628 -1.0726 -1.8500
H -1.3239 -2.3179 -1.4523
H -3.2733 -0.0479 -0.8620
H -1.9545 0.4179 -1.8641
H 2.1764 -2.1774 1.0060
H 2.4367 -1.6927 -0.6712
H -0.7036 2.5790 -1.1883
H -0.7078 3.3386 0.4029
H 3.6282 -0.3154 1.4782
H 3.2002 1.2186 0.3404
H 2.3770 0.9229 1.9887
H 1.2455 2.3008 0.3495
*
```

- E_LUMO (eV) = -3.52
- F_max (hartree/bohr) = 0.1209
- highest occupied orbital energy (eV) = -12.981



Here is C38H25CeF9N3O2PS as an isolated structure at a distorted geometry from OMol25. Energies are from ωB97M-V/def2-TZVPD.

```
! RIJCOSX wB97M-V def2-TZVPD def2/J DEFGRID3
* xyz 1 2
Ce -0.4971 -2.4734 -0.4613
C 4.5377 -2.2100 2.4832
C 3.1382 -2.1585 2.6391
C 2.3333 -2.2978 1.5443
C 2.8524 -2.5178 0.2425
C 1.9723 -2.6667 -0.8856
C 2.5852 -2.8799 -2.1066
C 3.9875 -2.9492 -2.2637
C 4.8106 -2.8003 -1.1853
C 4.2629 -2.5775 0.1013
C 5.0811 -2.4115 1.2450
H 5.1734 -2.0870 3.3499
H 2.7078 -2.0005 3.6203
H 1.2521 -2.2508 1.6667
H 1.9838 -3.0002 -3.0058
H 4.4034 -3.1273 -3.2476
H 5.8871 -2.8552 -1.2937
H 6.1569 -2.4512 1.1182
N -1.6436 -5.0952 2.1697
C -1.4443 -3.8968 2.7323
N -1.2049 -2.7834 2.0643
C -1.0500 -1.7104 2.9494
C -0.7481 -0.4021 2.5883
C -0.6072 0.5550 3.5766
C -0.7578 0.2229 4.9204
C -1.0361 -1.0793 5.2995
C -1.1748 -2.0321 4.3028
S -1.4997 -3.7377 4.4670
H -1.7934 -5.1683 1.1783
H -1.8756 -5.8887 2.7403
H -0.5999 -0.1389 1.5461
H -0.3737 1.5739 3.2970
H -0.6506 0.9923 5.6726
H -1.1355 -1.3525 6.3414
O -1.7391 -4.2886 -0.6969
N -2.6602 -3.4239 -0.8165
O -2.3547 -2.5096 -1.6235
F -0.3315 1.6586 -7.8493
C -0.4725 2.6736 -6.9772
F -1.6034 3.3257 -7.3039
F 0.5521 3.5175 -7.1597
C -0.5369 2.1591 -5.5634
C 0.2893 2.6809 -4.5817
C 0.2157 2.1866 -3.2871
C -0.6904 1.1782 -2.9814
C -1.5177 0.6574 -3.9785
C -1.4468 1.1521 -5.2666
P -0.8409 0.4526 -1.3132
C 0.4805 1.2716 -0.3384
C 1.7450 0.6857 -0.4354
C 2.7898 1.1214 0.3618
C 2.5695 2.1580 1.2554
C 1.3275 2.7725 1.3377
C 0.2788 2.3242 0.5503
C 3.6874 2.6482 2.1373
F 4.6482 1.7237 2.2834
F 4.2589 3.7521 1.6232
F 3.2348 2.9667 3.3638
C -2.3885 1.1964 -0.6881
C -3.2031 0.4188 0.1330
C -4.3635 0.9417 0.6794
C -4.7127 2.2509 0.3901
C -3.9226 3.0318 -0.4434
C -2.7657 2.5031 -0.9890
C -5.9421 2.8532 1.0187
F -6.8558 1.9168 1.3172
F -6.5196 3.7543 0.2118
F -5.6222 3.4859 2.1664
H 0.9928 3.4653 -4.8231
H 0.8629 2.5921 -2.5209
H -2.2250 -0.1286 -3.7376
H -2.0880 0.7560 -6.0433
H 1.9128 -0.1216 -1.1394
H 3.7567 0.6380 0.3055
H 1.1734 3.5881 2.0326
H -0.6939 2.7870 0.6434
H -2.9349 -0.6086 0.3499
H -4.9983 0.3356 1.3113
H -4.2163 4.0493 -0.6646
H -2.1627 3.1066 -1.6569
*
```

- E_LUMO (spin up / spin down) (eV) = -4.35 / -4.39
- F_max (hartree/bohr) = 0.1224
- highest occupied orbital energy (spin up / spin down) (eV) = -10.511 / -10.516
- <S²> = 0.75



Here is the molecule CH5N3OS at a distorted geometry from OMol25. Energies are from ωB97M-V/def2-TZVPD.

```
! RIJCOSX wB97M-V def2-TZVPD def2/J DEFGRID3
* xyz 0 1
N 0.2926 -0.6984 -1.6104
N 0.9692 0.0476 -0.6580
C 0.6912 0.0188 0.6780
O 1.4851 0.2384 1.5767
N -0.6686 -0.2158 1.0024
S -2.0090 0.6606 0.3770
H -0.0472 -1.5611 -1.1797
H -0.4994 -0.1517 -1.9591
H 1.9580 0.1345 -0.7992
H -0.6900 -0.3809 2.0382
H -1.4820 1.9080 0.5340
*
```

- SMILES = NNC(=O)NS
- E_LUMO (eV) = 0.63
- F_max (hartree/bohr) = 0.0334
- highest occupied orbital energy (eV) = -9.768



The energy above the lowest of the compared OMol25 structures with the same formula, charge and spin results, record by record, are as follows: 16.8, 79.2, 5.6, 2.4 kcal/mol.